(1)
Here is a single C4H6N2O molecule from the Open Molecules 2025 dataset. Energies are from ωB97M-V/def2-TZVPD.

Properties
Energy relative to the best compared isomer or geometry (same formula, charge and spin), eV: 1.3941
Molar mass, g mol⁻¹: 98.1
E_LUMO, eV: 0.857
2S+1: 1
Structure (SMILES): Nc1[nH]ccc1O

```
13
Properties=species:S:1:pos:R:3:forces:R:3
N 1.917792 0.837277 -0.122417 0.096 -0.231 0.190
C 0.610945 0.294532 -0.160173 -0.253 0.052 0.037
N -0.408719 1.166349 -0.435800 0.052 0.193 0.066
C -1.620000 0.614780 -0.120435 -0.052 -0.031 -0.114
C -1.375452 -0.650432 0.352058 -0.126 0.069 0.137
C 0.022897 -0.875467 0.271327 -0.163 0.395 -0.295
O 0.634162 -2.111740 0.371068 0.003 0.119 -0.061
H 2.640792 0.140542 -0.266398 -0.194 -0.059 -0.147
H 2.029333 1.152776 0.837661 0.366 0.182 -0.124
H -0.227789 2.105633 -0.747473 -0.101 -0.060 0.003
H -2.553105 1.103981 -0.375477 0.253 0.018 0.362
H -2.069837 -1.284861 0.876175 -0.198 -0.285 -0.492
H 0.399098 -2.500856 -0.484415 0.318 -0.363 0.439
```
Positions in Å, forces in eV/Å.

=====

(2)
Here is a molecular structure, C63H132HgN7O7 from the Open Molecules 2025 dataset. Energies are from ωB97M-V/def2-TZVPD.

Properties
Molar mass, g mol⁻¹: 1300.4
E_LUMO (spin up / spin down), eV: -8.881 / -8.862
2S+1: 2
Total charge: +2

```
210
Properties=species:S:1:pos:R:3:forces:R:3
Hg -3.301734 -4.253666 -0.490091 1.444 0.441 -0.102
C 0.016346 -2.799316 3.430899 1.064 0.671 -0.801
C -0.928664 -1.814016 2.734089 -0.871 1.266 2.072
C -0.517914 -0.309246 3.016649 -0.836 0.069 0.583
C 0.788726 0.075374 2.378919 -1.758 0.873 1.421
C 0.794796 -0.073386 0.896149 1.102 -1.587 -0.090
C 0.118996 -1.422246 0.332489 1.575 2.075 0.193
N -0.989184 -1.861226 1.237869 -2.668 -2.830 -2.305
O -1.957854 -2.623106 0.540829 2.248 2.113 2.191
C 1.148676 -2.499116 0.175589 0.096 -1.498 0.533
C -0.275584 -1.062306 -1.062881 -1.801 0.296 -1.417
C -2.269024 -2.089546 3.493179 -1.386 0.224 -2.622
H -0.215594 -3.846586 3.237169 0.052 0.143 -0.044
H -0.058334 -2.600226 4.499959 -0.094 -0.101 -0.052
H 1.035066 -2.545516 3.137809 0.198 -0.542 0.168
H -0.456764 -0.085656 4.081719 0.180 -0.801 0.401
H -1.348464 0.360304 2.793079 -0.179 -0.125 -0.851
H 1.496256 -0.503486 2.972569 0.761 -0.208 -0.855
H 1.047216 1.111394 2.597889 -0.155 0.119 0.221
H 1.884426 -0.044776 0.894449 0.368 -0.833 -1.762
H 0.525606 0.736544 0.218179 -0.596 0.358 0.835
H 1.386206 -2.888196 1.165689 0.686 -0.115 -0.274
H 2.009756 -2.200286 -0.422201 0.084 0.445 0.529
H 0.742076 -3.320966 -0.413781 -0.368 -0.248 0.141
H -0.694564 -1.857316 -1.679751 0.082 -0.362 0.455
H 0.562866 -0.704196 -1.660261 0.330 0.051 0.514
H -1.038474 -0.285926 -1.120451 -0.038 0.262 0.253
H -2.437814 -1.696026 4.495549 1.013 -0.154 0.035
H -2.550964 -3.138856 3.406329 0.356 -0.220 0.500
H -3.081314 -1.628636 2.931179 -0.112 0.343 -0.187
C 2.850656 2.830404 0.432099 1.115 -1.931 -0.211
C 2.419176 4.209774 0.218999 -0.251 1.919 -0.171
C 2.566376 5.001864 1.507359 -0.165 2.586 0.227
C 2.589556 6.566904 1.307379 -0.299 -2.066 0.791
C 3.767726 6.906164 0.436739 -1.237 1.079 -0.988
C 3.575146 6.284974 -1.068311 2.826 -0.518 1.349
N 3.236896 4.813914 -0.846601 0.610 1.812 1.520
O 3.122166 4.120784 -2.036951 -0.208 -0.521 -0.581
C 2.644986 7.029914 -1.959711 -1.393 0.425 0.361
C 4.970046 6.243984 -1.763641 0.433 0.120 0.641
C 0.953946 4.216144 -0.139981 -1.535 2.037 -0.722
H 2.655066 2.512154 1.456099 -0.802 -0.386 -0.167
H 3.919136 2.628744 0.356109 0.323 0.561 -0.180
H 2.400406 2.278644 -0.393101 -0.178 -0.826 0.505
H 1.682106 4.864774 2.129749 0.312 -0.898 0.386
H 3.529866 4.810804 1.979899 -0.212 -0.498 0.350
H 2.550296 7.120564 2.245479 1.189 -0.483 0.710
H 1.616446 6.988394 1.055379 -0.136 -0.352 -1.567
H 4.756776 6.758284 0.870329 -0.122 -1.237 -0.026
H 3.724956 7.973334 0.654489 0.255 0.848 -1.923
H 2.914926 8.059654 -2.193961 0.375 0.038 0.530
H 2.503546 6.595854 -2.949501 -0.125 -0.555 0.267
H 1.730516 7.045224 -1.366751 -0.664 0.263 -0.652
H 5.776146 6.011334 -1.067821 -0.158 -0.415 0.284
H 5.016146 5.503964 -2.562611 -0.186 0.211 -0.099
H 5.303916 7.207424 -2.148881 -0.516 0.164 -0.263
H 0.631476 5.239004 0.054619 -0.180 0.339 0.121
H 0.198796 3.661854 0.417339 0.510 -0.742 0.179
H 0.742666 4.185464 -1.208861 0.281 -0.799 -0.133
H 3.928316 3.600374 -2.007211 0.108 -0.283 -0.528
C -5.352284 -1.983586 -0.650721 -0.162 1.146 -1.249
C -4.956374 -1.661926 -2.126401 -0.649 2.066 -0.465
C -4.269904 -0.215606 -2.110931 0.231 -1.678 0.884
C -3.529124 0.087544 -3.395821 -0.202 0.443 -0.302
C -2.673854 -1.020776 -3.948031 -0.850 0.077 -0.871
C -3.285774 -2.455806 -3.839261 2.981 0.065 -1.387
N -3.970104 -2.674566 -2.534861 2.505 4.008 -0.143
O -4.494034 -3.916396 -2.442131 -1.365 -2.526 -0.475
C -3.970104 -2.839406 -5.237451 -1.189 0.759 1.620
C -1.997914 -3.297276 -3.778031 -1.086 -2.029 -0.542
C -6.188224 -1.492116 -3.111521 0.677 -0.554 0.511
H -6.176544 -1.318776 -0.392431 -0.292 -0.302 0.158
H -4.545804 -1.612096 -0.018511 0.311 -0.522 0.254
H -5.657094 -3.016866 -0.484811 -0.145 -0.049 0.164
H -5.000804 0.551174 -1.854141 -0.247 -0.174 -0.232
H -3.679754 -0.317366 -1.200181 0.875 0.546 -0.241
H -2.903884 0.980234 -3.412461 -0.195 0.231 0.655
H -4.264834 0.300664 -4.171321 -0.312 0.093 0.102
H -1.606694 -0.942486 -3.740341 -0.171 -0.381 1.029
H -2.629894 -0.781456 -5.010521 -0.085 -0.340 -0.283
H -4.462754 -3.811576 -5.254401 0.285 -0.241 0.132
H -4.774354 -2.124516 -5.411271 0.012 0.055 -0.220
H -3.297154 -2.757116 -6.090961 0.284 -0.076 0.455
H -1.345704 -3.148956 -2.917381 -0.093 0.333 -0.264
H -2.347444 -4.329626 -3.764941 0.121 -0.361 0.483
H -1.488934 -3.331686 -4.741291 0.382 0.790 0.174
H -5.989254 -1.064696 -4.094281 0.722 -0.133 0.157
H -6.852624 -0.742116 -2.682371 -0.370 -0.602 0.325
H -6.652874 -2.455696 -3.320601 -0.729 0.083 0.168
H -5.334174 -3.778496 -2.885681 -1.153 -1.281 -0.226
C 3.212266 1.703774 8.465239 -1.229 -0.641 -0.190
C 2.920536 2.030824 6.945419 -2.157 -0.070 2.405
C 3.583426 3.394784 6.666199 -3.800 0.443 -1.390
C 4.990166 3.301124 6.493839 3.379 0.851 1.626
C 5.250606 2.531364 5.284779 -0.106 -3.524 -1.096
C 4.729106 1.009074 5.425209 -0.848 1.075 -0.938
N 3.351416 1.005704 6.022069 1.663 1.838 -1.467
O 2.822426 -0.274856 6.196159 -0.052 -0.005 0.512
C 4.551056 0.533254 3.958979 -0.119 -1.000 -0.467
C 5.721646 0.099304 6.126179 0.665 0.375 0.361
C 1.269026 2.152794 6.765669 2.269 0.991 -0.014
H 2.458436 1.017854 8.851689 0.004 -0.581 -0.330
H 3.003736 2.531644 9.142919 0.611 0.512 -0.318
H 4.168326 1.219804 8.664799 0.142 0.373 -0.148
H 3.185036 3.707094 5.700879 -0.269 0.126 -0.461
H 3.225576 4.220074 7.281779 0.039 -0.560 0.785
H 5.407106 2.873004 7.405429 0.339 -0.679 -0.026
H 5.536106 4.244444 6.508469 -0.383 0.453 -0.424
H 6.271476 2.361394 4.942699 0.244 0.502 0.327
H 4.693236 2.903204 4.425019 0.016 0.434 0.051
H 3.751116 1.028384 3.408479 -0.528 0.046 0.546
H 5.340056 0.601384 3.210019 0.983 0.542 0.703
H 4.403976 -0.546756 3.953019 -0.583 -0.176 0.096
H 6.185216 0.519254 7.018839 -0.330 0.402 0.197
H 5.309276 -0.856426 6.449619 -0.077 -0.048 -0.458
H 6.573426 -0.010376 5.454949 -0.030 -0.513 -0.116
H 0.711916 1.334494 7.221859 0.150 -0.025 -0.216
H 1.073426 2.328114 5.707789 -0.018 -0.734 -0.328
H 0.910376 3.106494 7.152869 0.134 -0.072 0.725
H 2.018466 -0.202346 5.676539 -0.199 -0.340 -0.067
C -1.471784 -5.951456 1.626069 -0.570 -0.607 -1.233
C -0.928844 -6.875946 0.421569 -0.582 -1.070 1.109
C -1.360584 -8.341686 0.796009 0.688 1.191 0.315
C -1.122784 -9.268826 -0.339411 -0.352 -1.042 -0.288
C -1.903894 -8.876296 -1.603541 2.632 1.045 0.855
C -1.521694 -7.411896 -2.060581 -0.555 -1.622 -1.296
N -1.583404 -6.555826 -0.851121 -1.395 2.023 -0.164
O -1.161864 -5.180166 -1.166961 -0.730 -0.833 -0.309
C -0.163104 -7.412796 -2.829261 0.189 0.420 0.269
C -2.582364 -7.150166 -3.184261 -0.745 1.326 0.294
C 0.607916 -6.786086 0.387589 0.213 1.923 -0.243
H -2.561664 -5.940336 1.614359 -0.731 -0.062 -0.690
H -1.203354 -4.895716 1.664179 0.671 -0.233 -0.212
H -1.391514 -6.432756 2.600749 0.918 -0.026 -0.018
H -0.671714 -8.523596 1.620909 -0.416 -0.551 0.314
H -2.402444 -8.393916 1.112079 0.002 0.239 0.206
H -1.420654 -10.301066 -0.155391 -0.287 0.019 0.626
H -0.051304 -9.416806 -0.474001 0.134 0.460 -0.600
H -2.982224 -8.938726 -1.457231 0.138 -0.343 -0.212
H -1.415774 -9.552236 -2.305661 -1.114 0.032 -0.729
H 0.134096 -6.482326 -3.312991 -0.435 0.666 0.333
H 0.710186 -7.677806 -2.233241 -0.181 -0.522 -0.029
H -0.259764 -8.019836 -3.729401 0.004 -0.575 0.412
H -3.607864 -6.905016 -2.907931 -0.118 0.004 1.172
H -2.379154 -6.290536 -3.822871 0.658 -0.291 -0.217
H -2.802854 -8.028686 -3.790641 0.869 -0.136 -0.062
H 0.979106 -5.919046 -0.158821 -0.481 0.578 -0.462
H 1.252026 -7.513796 -0.106021 -0.510 -0.843 0.901
H 0.875416 -6.386016 1.365589 0.634 -1.153 0.310
H -0.260694 -5.299516 -1.475591 0.630 0.549 -0.313
C 3.339936 -0.084586 -7.757351 0.090 -1.166 -2.332
C 3.720926 0.887754 -6.672331 0.856 -0.279 -0.246
C 2.811506 2.145964 -6.711801 0.016 -0.825 0.925
C 1.470356 1.904294 -6.020181 1.034 0.367 2.438
C 1.770276 1.550544 -4.493811 0.535 -1.349 -1.257
C 2.510456 0.140834 -4.431621 0.183 0.598 -0.740
N 3.571146 0.041614 -5.441001 -5.351 6.781 -0.992
O 4.395816 -0.905026 -5.272971 3.810 -4.195 0.820
C 3.215016 -0.003736 -3.086681 -1.423 0.114 1.530
C 1.447076 -1.022966 -4.547021 0.661 0.241 0.048
C 5.238506 1.360514 -6.860941 -0.785 -1.050 0.825
H 2.622656 -0.846226 -7.451561 0.142 0.030 0.341
H 4.216856 -0.590616 -8.161151 0.216 -0.492 0.594
H 2.946076 0.224664 -8.725511 -0.310 1.165 0.121
H 3.320206 2.961264 -6.197401 -0.005 0.077 0.187
H 2.613836 2.515014 -7.718201 0.372 -0.426 -0.222
H 0.900286 1.074724 -6.438431 -0.236 0.394 -0.325
H 1.003316 2.888984 -6.001081 -0.813 -0.363 -0.327
H 0.896946 1.436274 -3.851671 -0.450 -0.015 -0.315
H 2.325296 2.345294 -3.995381 0.463 0.006 -0.296
H 4.099256 0.606704 -2.903461 0.044 0.059 -0.391
H 2.465916 0.336594 -2.371751 -0.030 0.465 0.420
H 3.363556 -1.011856 -2.699731 0.468 -0.306 -0.626
H 0.559986 -0.854086 -3.936561 0.091 0.136 0.257
H 1.079876 -1.224986 -5.553231 0.249 0.257 -0.153
H 1.955246 -1.919096 -4.190931 -0.177 -0.248 -0.091
H 5.299746 2.131174 -7.629341 0.129 0.055 0.274
H 5.949076 0.561134 -7.071131 -0.505 -0.415 -0.801
H 5.677076 1.619914 -5.897371 -0.461 1.089 0.151
H 4.938456 -0.565016 -4.557751 1.165 -0.687 0.263
C -4.420704 0.865274 2.646179 -0.699 1.997 -0.546
C -4.746664 2.446964 2.990359 0.348 -2.107 1.000
C -3.494424 2.978244 3.716759 0.901 0.434 -0.834
C -2.460084 3.313924 2.633329 -1.449 1.477 0.141
C -3.121534 4.395704 1.750009 1.151 -0.876 -1.114
C -4.285464 3.876164 0.827019 0.793 0.992 0.933
N -5.239404 3.366514 1.847259 4.260 1.346 2.470
O -6.293244 2.853574 1.242199 -3.136 -2.173 -1.384
C -4.835244 5.141554 0.113989 -0.228 0.731 0.780
C -3.935254 2.828334 -0.270981 -0.279 0.515 1.192
C -5.816594 2.442334 4.103029 -0.234 -0.249 -0.153
H -4.259224 0.304794 3.566989 0.181 0.261 0.017
H -3.556014 0.854884 1.982619 0.176 -0.333 0.250
H -5.234254 0.379084 2.107809 -0.229 0.147 -0.047
H -3.807744 3.782564 4.382349 0.147 0.981 -0.730
H -2.992274 2.407104 4.497619 -0.588 -1.403 -0.279
H -2.274444 2.463204 1.977659 0.339 -0.232 0.278
H -1.528394 3.732934 3.013439 0.084 -0.288 0.133
H -2.290074 4.742434 1.136369 -0.242 0.419 -0.483
H -3.440184 5.230714 2.373969 -0.264 -0.077 -0.138
H -4.114864 5.684874 -0.497521 0.477 -0.739 -0.349
H -5.748604 5.058904 -0.475121 0.023 -0.515 0.094
H -5.013464 5.922604 0.853119 -0.440 -0.202 0.379
H -3.690564 1.892514 0.231479 0.004 -0.197 -0.396
H -4.861154 2.753874 -0.841291 0.172 -0.427 -0.196
H -3.119394 3.143994 -0.921241 -0.012 0.110 0.087
H -6.653984 1.786084 3.865929 -0.563 0.516 -0.253
H -6.056364 3.464284 4.396679 -0.583 0.030 -0.468
H -5.503984 2.014514 5.055579 0.786 -0.252 -0.192
H -6.921264 2.798914 1.966219 -0.802 0.072 -0.261
```
Positions in Å, forces in eV/Å.

=====

What is the formula in the second record? C63H132HgN7O7

=====

The lowest 2S+1 belongs to which entry? C4H6N2O

=====

Among the records above, which one has the lowest molar mass? C4H6N2O

=====

Which of these has the highest molar mass? C63H132HgN7O7